Entry from the Open Molecules 2025 dataset: a gas-phase ion, C7H8O3P (charge -1) (ωB97M-V with the def2-TZVPD basis set).

```
19
Properties=species:S:1:pos:R:3
P -1.503 -0.124 -0.852
O -2.375 0.112 0.525
O 0.021 2.663 -0.070
O 2.120 2.033 0.284
C -2.783 1.402 0.795
C 2.755 -0.899 -0.295
C 1.205 -0.774 -0.308
C 0.964 1.880 -0.057
C 0.361 -2.000 -0.391
C 0.533 0.393 -0.421
C -0.985 -1.836 -0.442
H -2.104 2.155 0.645
H 3.237 -0.505 -1.186
H -1.701 -2.611 -0.488
H -3.289 1.456 1.870
H 3.064 -0.099 0.513
H -3.555 1.696 -0.044
H 3.216 -1.925 -0.023
H 0.821 -3.017 -0.057
```

## Properties
Multiplicity = 1
Highest occupied orbital energy = -4.2 eV
Lowest unoccupied orbital energy = 3.70 eV
Largest force on an atom = 0.0962 hartree/bohr
Frontier orbital gap = 7.9 eV
ΔE to the lowest compared entry with this formula, charge and spin = 1.6672 eV
E = -838.5894 hartree
Total charge = -1